1.
Below is the ion C3H8NO with charge +1 in a non-equilibrium geometry, with properties calculated with ωB97M-V/def2-TZVPD.

For the energy relative to the best compared isomer or geometry (same formula, charge and spin), the calculation gives 36.4 kcal/mol. The spin multiplicity is 1. The calculation puts the HOMO-LUMO gap at 12.3 eV. The charge is +1. The calculation puts the LUMO energy at -3.712 eV. Its SMILES is C[C@@]1([NH3+])CO1.

```
13
Properties=species:S:1:pos:R:3:lowdin_charge:R:1
C -0.06 -0.17 -1.43 0.000
C -0.21 -0.12 0.05 -0.445
N 1.27 0.30 0.56 0.289
C -1.33 -0.02 0.95 -0.016
O -0.62 -1.25 0.77 0.036
H 0.54 -1.07 -1.72 0.122
H 0.36 0.76 -1.82 0.093
H -1.06 -0.09 -2.00 0.142
H 1.49 1.33 0.60 0.199
H 1.94 0.00 -0.05 0.113
H 1.23 -0.11 1.49 0.166
H -1.19 0.50 2.00 0.169
H -2.36 -0.05 0.61 0.134
```

2.
Below is a cluster of 2 separate species, C4H9NOS in total in a non-equilibrium geometry, with properties calculated with ωB97M-V/def2-TZVPD.

For the energy relative to the best compared isomer or geometry (same formula, charge and spin), the calculation gives 156.9 kcal/mol. The spin multiplicity is 1. The calculation puts the HOMO-LUMO gap (alpha / beta) at 8.6 / 8.7 eV. The calculation puts the LUMO energy (alpha / beta) at -0.811 / -0.839 eV.

```
16
Properties=species:S:1:pos:R:3:lowdin_charge:R:1
C 2.13 -0.81 1.01 -0.234
C -1.56 1.24 -0.38 -0.171
C -0.66 0.28 -1.08 -0.288
C -0.67 -1.10 -0.30 -0.331
N -0.10 -1.17 1.03 0.052
O 3.99 0.63 0.44 -0.551
S 2.55 0.50 0.27 0.842
H 2.62 -1.21 1.86 0.009
H -1.51 2.32 -0.85 0.106
H -2.67 0.87 -0.06 0.130
H -1.08 1.36 0.62 0.050
H 0.44 0.62 -0.96 0.043
H -1.02 0.09 -2.14 0.120
H -1.70 -1.27 -0.10 0.090
H -0.27 -1.99 -0.83 0.115
H -0.49 -0.35 1.48 0.018
```

3.
Below is a structure of composition C21H31F5P2Pd in a non-equilibrium geometry, with properties calculated with ωB97M-V/def2-TZVPD.

For the energy relative to the best compared isomer or geometry (same formula, charge and spin), the calculation gives 96.7 kcal/mol. The spin multiplicity is 5. The calculation puts the HOMO-LUMO gap (alpha / beta) at 4.6 / 4.8 eV. The charge is +2. The calculation puts the LUMO energy (alpha / beta) at -7.948 / -8.343 eV.

```
60
Properties=species:S:1:pos:R:3:lowdin_charge:R:1
P -1.11 0.69 -1.45 0.836
P -1.02 2.95 -0.79 0.738
C -1.10 1.80 -3.07 -0.348
C -0.20 2.88 -2.49 -0.368
H -2.12 2.12 -3.35 0.086
H -0.72 1.21 -3.93 0.096
H 0.87 2.58 -2.47 0.101
H -0.21 3.86 -2.99 0.100
C -2.89 3.09 -1.05 -0.201
H -3.40 3.10 -0.07 0.063
H -3.25 2.20 -1.62 0.006
H -3.13 4.01 -1.61 0.077
C 0.80 3.73 0.26 -0.163
H 0.67 4.30 -0.68 0.004
H 1.84 3.34 0.30 0.062
H 0.54 4.44 1.07 0.036
C -2.74 -0.17 -1.76 -0.216
H -2.60 -1.26 -1.66 0.053
H -3.04 -0.02 -2.81 0.073
H -3.52 0.18 -1.06 0.058
C 0.07 -0.45 -2.27 -0.241
H 0.99 0.12 -2.46 0.062
H -0.34 -0.78 -3.24 0.071
H 0.25 -1.34 -1.64 0.000
Pd -0.26 1.76 0.82 0.603
C 1.73 -3.02 0.25 -0.094
C 0.51 -3.43 -0.19 -0.122
C -0.10 -4.76 -0.44 -0.168
C 0.95 -5.88 -0.50 -0.138
C 1.82 -5.63 -1.68 0.055
C 3.06 -5.15 -1.64 0.064
C 3.61 -3.76 -1.45 -0.101
C 2.82 -2.64 -0.68 -0.165
C -0.94 0.04 1.94 -0.159
H 1.89 -2.77 1.32 0.138
H -0.26 -2.65 -0.22 0.100
H -0.55 -4.68 -1.44 0.129
H -0.88 -4.98 0.32 0.149
H 1.49 -5.99 0.45 0.145
H 0.32 -6.77 -0.61 0.143
H 1.36 -5.99 -2.62 0.178
H 3.84 -5.89 -1.88 0.170
H 3.77 -3.34 -2.46 0.151
H 4.60 -3.91 -0.97 0.138
H 3.51 -1.99 -0.14 0.128
H 2.41 -2.01 -1.48 0.095
H -1.26 0.32 2.96 -0.006
H -0.16 -0.73 2.05 -0.015
H -1.80 -0.39 1.41 -0.022
F -2.70 2.49 2.99 0.042
C -1.57 3.00 3.54 -0.244
C -0.37 2.93 2.85 -0.022
C 0.69 3.57 3.51 -0.235
F 1.95 3.50 3.01 0.052
C 0.55 4.34 4.68 -0.121
F 1.57 5.09 5.14 0.125
C -0.68 4.36 5.34 -0.115
F -0.85 5.07 6.46 0.138
C -1.74 3.65 4.78 -0.118
F -2.94 3.62 5.40 0.120
```